This record from the OMol25 dataset describes a structure of composition C34H37AsClGeO3Tc in a non-equilibrium geometry. The level of theory is the ωB97M-V functional and the def2-TZVPD basis.

Structure (ORCA input):
```
! RIJCOSX wB97M-V def2-TZVPD def2/J DEFGRID3
* xyz 2 1
Tc 0.04 -0.07 0.84
C 2.44 2.67 2.73
C 2.15 3.00 1.26
As 0.38 2.41 0.66
C 0.17 3.34 -1.07
C 0.97 4.64 -1.20
C -0.88 3.31 1.86
C -0.63 4.80 2.10
H 3.46 2.96 2.98
H 2.33 1.61 2.94
H 1.76 3.21 3.39
H 2.89 2.54 0.60
H 2.20 4.08 1.12
H -0.90 3.53 -1.19
H 0.48 2.64 -1.85
H 0.76 5.33 -0.38
H 0.70 5.13 -2.13
H 2.04 4.45 -1.22
H -0.84 2.76 2.80
H -1.87 3.16 1.43
H 0.38 4.99 2.44
H -1.31 5.15 2.87
H -0.81 5.39 1.20
Cl -1.17 -2.29 8.78
C -0.86 -1.88 7.14
C -0.02 -0.81 6.85
C 0.24 -0.49 5.54
C -0.34 -1.24 4.51
C -1.19 -2.31 4.81
C -1.47 -2.61 6.13
C -0.10 -0.89 3.12
O -0.29 -1.69 2.15
O 0.31 0.29 2.78
H 0.43 -0.25 7.66
H 0.90 0.33 5.30
H -1.65 -2.87 4.01
H -2.16 -3.41 6.37
C 3.02 -0.38 0.66
C 1.76 -0.29 -0.14
O 1.87 -0.43 -1.39
H 3.79 0.27 0.25
H 3.40 -1.41 0.55
H 2.88 -0.17 1.72
C -1.04 -0.42 -0.64
Ge 0.30 -1.31 -2.15
C 1.01 -3.12 -1.80
C 1.98 -3.54 -2.70
C 2.61 -4.76 -2.48
C 2.27 -5.53 -1.37
C 1.32 -5.07 -0.47
C 0.68 -3.86 -0.68
C -2.32 -0.63 -1.25
C -3.23 0.41 -1.46
C -4.46 0.16 -2.02
C -4.81 -1.14 -2.39
C -3.93 -2.19 -2.17
C -2.69 -1.95 -1.62
C -0.03 -0.45 -3.88
C -0.38 0.90 -3.92
C -0.50 1.53 -5.15
C -0.29 0.81 -6.32
C 0.02 -0.54 -6.27
C 0.14 -1.18 -5.04
H 2.27 -2.94 -3.55
H 3.36 -5.11 -3.17
H 2.74 -6.49 -1.21
H 1.07 -5.66 0.41
H -0.06 -3.50 0.03
H -2.95 1.42 -1.17
H -5.16 0.96 -2.18
H -5.77 -1.33 -2.86
H -4.22 -3.20 -2.43
H -2.01 -2.77 -1.41
H -0.57 1.44 -3.00
H -0.76 2.58 -5.19
H -0.38 1.30 -7.28
H 0.16 -1.10 -7.18
H 0.37 -2.24 -5.01
*
```

Highest occupied orbital energy: -13.8320 eV
Maximum force: 4.5 eV/Å
ΔE to the lowest compared entry with this formula, charge and spin: 0.0000 eV
LUMO energy: -7.48 eV
DFT total energy: -6396.64195 Ha